[1]
The following is a quantum chemistry calculation of an isolated molecule of C5H6O at a distorted geometry, from the OMol25 dataset.

The value obtained for the strongest force on any atom is 2.4 eV Å⁻¹. The value obtained for the HOMO-LUMO gap is 0.3554 Eh. As for the structure (SMILES): C=C=C(C)C=O. For the relative energy (zero: lowest compared OMol25 entry of this formula, charge and spin), the calculation gives 233.1 kJ/mol. Its net charge is 0. Its total energy is -7326.8684 eV. The multiplicity is 1. The value obtained for the HOMO energy is -9.41 eV.

Structure (XYZ):
```
12
Properties=species:S:1:pos:R:3:lowdin_charge:R:1
C -2.1745 -0.3962 0.5076 0.04
C -0.9013 -0.4454 0.2976 -0.08
C 0.2818 -0.0491 -0.0994 -0.29
C 1.2457 0.5498 0.8749 -0.04
C 0.6036 -0.1466 -1.5320 -0.24
O 1.6755 0.1746 -1.9938 0.05
H -2.2732 0.4494 -0.2075 0.10
H -2.8274 -1.1179 1.0089 0.08
H 0.7206 0.9798 1.7342 0.09
H 1.8966 -0.2503 1.2352 0.09
H 1.8590 1.3079 0.3876 0.08
H -0.2460 -0.4470 -2.1854 0.13
```

[2]
The following is a quantum chemistry calculation of a structure of composition C5H6O at a distorted geometry, from the OMol25 dataset.

The value obtained for the strongest force on any atom is 3.0 eV Å⁻¹. The value obtained for the HOMO-LUMO gap (alpha / beta) is 0.2562 / 0.3205 Eh. For the relative energy (zero: lowest compared OMol25 entry of this formula, charge and spin), the calculation gives 523.9 kJ/mol. Its net charge is 0. Its total energy is -7323.8544 eV. The multiplicity is 1. The value obtained for the HOMO energy (alpha / beta) is -7.46 / -8.49 eV.

Structure (XYZ):
```
12
Properties=species:S:1:pos:R:3:lowdin_charge:R:1
C -0.3739 -1.4434 -0.3359 -0.27
C 0.7417 -0.6263 0.2894 -0.25
C -0.8051 0.1619 0.6532 -0.11
C 1.5358 0.0640 -0.6531 0.02
C -1.1812 1.2785 0.0430 0.02
O -0.8300 -2.4838 -0.0174 0.09
H 1.3168 -1.1964 1.0453 0.14
H -1.4169 -0.2071 1.4668 0.11
H -0.5023 1.8320 -0.5934 0.06
H 2.4346 0.6078 -0.4063 0.06
H 1.2407 0.2965 -1.6667 0.07
H -2.1604 1.7163 0.1751 0.06
```

[3]
The following is a quantum chemistry calculation of an isolated molecule of C5H6O at a distorted geometry, from the OMol25 dataset.

The value obtained for the strongest force on any atom is 8.6 eV Å⁻¹. The value obtained for the HOMO-LUMO gap is 0.3825 Eh. As for the structure (SMILES): C#C[C@@H](O)C=C. For the relative energy (zero: lowest compared OMol25 entry of this formula, charge and spin), the calculation gives 432.9 kJ/mol. Its net charge is 0. Its total energy is -7324.7973 eV. The multiplicity is 1. The value obtained for the HOMO energy is -9.75 eV.

Structure (XYZ):
```
12
Properties=species:S:1:pos:R:3:lowdin_charge:R:1
C -0.7723 2.5389 0.6154 0.13
C -0.6036 1.3684 0.5400 -0.06
C -0.5451 -0.1043 0.2157 -0.49
O -1.7668 -0.8012 0.0013 0.02
C 0.5046 -0.1387 -0.6498 -0.22
C 1.4191 -1.1671 -0.5068 0.03
H -0.8534 3.4603 1.0528 0.01
H -0.0987 -0.5599 1.1816 0.16
H -1.3565 -1.6568 -0.0490 0.08
H 0.5809 0.5302 -1.5194 0.13
H 1.3401 -1.8481 0.4845 0.10
H 2.1517 -1.6217 -1.3663 0.11
```

[4]
The following is a quantum chemistry calculation of a cluster of 2 separate species, C5H6O in total, from the OMol25 dataset.

The value obtained for the strongest force on any atom is 0.5 eV Å⁻¹. The value obtained for the HOMO-LUMO gap is 0.3752 Eh. As for the structure (SMILES): C#CC=C.C=O. For the relative energy (zero: lowest compared OMol25 entry of this formula, charge and spin), the calculation gives 297.0 kJ/mol. Its net charge is 0. Its total energy is -7326.2068 eV. The multiplicity is 1. The value obtained for the HOMO energy is -9.64 eV.

Structure (XYZ):
```
12
Properties=species:S:1:pos:R:3:lowdin_charge:R:1
C 2.2365 1.0412 -0.4187 0.12
C 1.4368 0.3938 0.2108 -0.17
C 0.4892 -0.3578 0.9813 -0.23
C 0.0976 -1.5945 0.6675 0.02
H 2.9614 1.6005 -0.9684 0.03
H 0.0898 0.1334 1.8663 0.11
H -0.6066 -2.1318 1.2947 0.07
H 0.4740 -2.1048 -0.2146 0.07
C -1.7906 0.7546 -0.8547 -0.17
O -2.9192 0.5271 -0.5008 -0.01
H -1.2788 0.1541 -1.6336 0.08
H -1.1901 1.5842 -0.4296 0.08
```

[5]
The following is a quantum chemistry calculation of an isolated molecule of C5H6O at a distorted geometry, from the OMol25 dataset.

The value obtained for the strongest force on any atom is 1.8 eV Å⁻¹. The value obtained for the HOMO-LUMO gap is 0.3808 Eh. As for the structure (SMILES): O=C1C=CCC1. For the relative energy (zero: lowest compared OMol25 entry of this formula, charge and spin), the calculation gives 39.2 kJ/mol. Its net charge is 0. Its total energy is -7328.8784 eV. The multiplicity is 1. The value obtained for the HOMO energy is -9.58 eV.

Structure (XYZ):
```
12
Properties=species:S:1:pos:R:3:lowdin_charge:R:1
O -0.2137 -0.4868 -2.5140 0.09
C -0.0928 -0.3217 -1.3386 -0.43
C 0.6811 -1.2113 -0.4189 -0.02
C 0.6571 -0.6685 0.8305 -0.08
C -0.1654 0.6234 0.9715 -0.19
C -0.6576 0.8393 -0.4847 -0.10
H 1.0953 -2.2260 -0.6751 0.13
H 1.1053 -1.1086 1.7832 0.12
H -0.9058 0.4765 1.8428 0.13
H 0.4753 1.4194 1.3804 0.10
H -0.2437 1.8321 -0.7974 0.13
H -1.7351 0.8322 -0.5798 0.11
```

[6]
The following is a quantum chemistry calculation of an isolated molecule of C5H6O, from the OMol25 dataset.

The value obtained for the strongest force on any atom is 0.4 eV Å⁻¹. The value obtained for the HOMO-LUMO gap (alpha / beta) is 0.2517 / 0.2513 Eh. For the relative energy (zero: lowest compared OMol25 entry of this formula, charge and spin), the calculation gives 443.9 kJ/mol. Its net charge is 0. Its total energy is -7324.6838 eV. The multiplicity is 1. The value obtained for the HOMO energy (alpha / beta) is -8.35 / -8.35 eV.

Structure (XYZ):
```
12
Properties=species:S:1:pos:R:3:lowdin_charge:R:1
O 2.3369 -0.9304 0.1369 -0.11
C 1.1830 -0.6023 -0.2901 -0.59
C -0.0653 -1.0492 0.3200 0.14
C -1.2725 -0.1688 0.1365 -0.16
C -0.5672 1.1567 -0.0144 -0.09
C 0.7429 0.9501 -0.0829 0.02
H -0.0322 -1.8140 1.0978 0.14
H 0.9890 -0.6487 -1.4087 0.19
H -1.8782 -0.4740 -0.7320 0.13
H -1.9353 -0.1968 1.0081 0.12
H -1.0646 2.1222 -0.0314 0.11
H 1.5632 1.6552 -0.1399 0.12
```

Look up the relative energy (zero: lowest compared OMol25 entry of this formula, charge and spin) of the second one.
523.9 kJ/mol

What did the first record say?
The following is a quantum chemistry calculation of an isolated molecule of C5H6O at a distorted geometry, from the OMol25 dataset.

The value obtained for the strongest force on any atom is 2.4 eV Å⁻¹. The value obtained for the HOMO-LUMO gap is 0.3554 Eh. As for the structure (SMILES): C=C=C(C)C=O. For the relative energy (zero: lowest compared OMol25 entry of this formula, charge and spin), the calculation gives 233.1 kJ/mol. Its net charge is 0. Its total energy is -7326.8684 eV. The multiplicity is 1. The value obtained for the HOMO energy is -9.41 eV.

Structure (XYZ):
```
12
Properties=species:S:1:pos:R:3:lowdin_charge:R:1
C -2.1745 -0.3962 0.5076 0.04
C -0.9013 -0.4454 0.2976 -0.08
C 0.2818 -0.0491 -0.0994 -0.29
C 1.2457 0.5498 0.8749 -0.04
C 0.6036 -0.1466 -1.5320 -0.24
O 1.6755 0.1746 -1.9938 0.05
H -2.2732 0.4494 -0.2075 0.10
H -2.8274 -1.1179 1.0089 0.08
H 0.7206 0.9798 1.7342 0.09
H 1.8966 -0.2503 1.2352 0.09
H 1.8590 1.3079 0.3876 0.08
H -0.2460 -0.4470 -2.1854 0.13
```

strongest force on any atom of number 6 (C5H6O)?
0.4 eV Å⁻¹